No. 1
# C25H30BrFN5O6

A cluster of 5 separate species, C25H30BrFN5O6 in total (ωB97M-V/def2-TZVPD, the OMol25 dataset).

Summary:
* total charge: -1
* LUMO level: 2.20 eV
* Kohn-Sham gap: 7.912 eV

Each line ends with the Mulliken charge.
Element x y z (Å)
Br  -1.9783  4.0250  3.5527  -0.168
F  -1.5975  1.4703  4.5200  -0.369
O  0.4988  3.0374  5.7066  -0.597
O  1.2536  3.1855  3.5958  -0.463
O  -0.1250  -1.1966  2.8754  -0.408
O  1.5991  1.5902  0.3945  -0.696
O  -2.3299  -0.9917  2.6728  -0.598
O  2.5931  3.4198  1.2913  -0.787
N  2.6309  -0.0460  2.5259  -0.046
N  -3.3218  -6.0014  -6.6469  0.007
N  2.6063  2.0979  -3.4778  0.133
N  2.0443  -4.8492  -3.9829  0.008
N  -2.5888  6.2880  9.0400  0.036
C  -3.8779  -4.4807  -8.1519  -0.345
C  0.5492  -3.4365  -4.7932  -0.405
C  -1.2956  6.1817  8.5969  -0.785
C  1.7600  -3.5234  -4.1620  -0.485
C  -3.6931  -4.6956  -6.8130  -0.527
C  -1.0322  0.7656  1.7752  -0.932
C  1.9727  1.1559  -2.7207  -1.119
C  -0.3220  1.9256  2.4648  -0.539
C  2.6146  1.7241  -4.7955  -0.764
C  0.0835  -4.7646  -5.0002  -0.196
C  -3.2666  -6.6249  -7.8632  -0.495
C  1.9737  0.5168  -4.8862  -0.336
C  -1.2766  5.2917  7.5580  -0.098
C  4.0695  -0.1572  2.7175  -1.021
C  1.5654  0.1575  -3.5686  -0.045
C  -0.8916  2.3943  3.8101  1.126
C  1.8783  2.4103  1.3096  -0.098
C  1.2107  2.0159  2.6490  1.798
C  -2.6113  4.8421  7.3625  -0.196
C  -1.2448  -0.5278  2.5040  0.282
C  1.9908  0.9380  3.3923  -1.750
C  -3.6074  -5.7069  -8.8195  -0.404
C  1.0284  -5.6138  -4.4890  -0.685
C  0.3474  2.9238  4.5317  0.069
C  -3.3955  5.4728  8.2913  -0.712
H  4.4117  -1.1227  2.3462  0.327
H  3.0705  2.3435  -5.5490  0.385
H  1.8147  -0.0453  -5.7924  0.398
H  2.4379  -2.7572  -3.8259  0.447
H  -2.9537  4.1372  6.6245  0.417
H  -0.4075  4.9898  6.9994  0.415
H  -2.0372  1.1042  1.5311  0.394
H  1.3689  0.4325  4.1388  0.282
H  0.0513  -2.5233  -5.0729  0.436
H  2.8724  -5.2047  -3.5445  0.173
H  -4.4534  5.4128  8.4822  0.375
H  1.0327  -0.7326  -3.2762  0.443
H  -3.1154  -6.4337  -5.7658  0.216
H  4.6278  0.6372  2.2146  0.291
H  1.8776  1.2927  -1.6517  0.709
H  -0.5176  2.7522  1.7878  0.713
H  -3.6548  -5.8912  -9.8794  0.385
H  -2.9902  -7.6618  -7.9437  0.367
H  -2.8958  6.8689  9.7959  0.172
H  -0.8380  -5.0580  -5.4753  0.360
H  -4.1713  -3.5484  -8.6037  0.406
H  4.2964  -0.1405  3.7814  0.376
H  -0.5037  6.7465  9.0579  0.369
H  -3.7913  -4.0346  -5.9694  0.388
H  2.7548  1.4824  3.9466  0.714
H  2.4193  0.1594  1.5571  0.298
H  3.0072  2.9400  -3.1083  0.219
H  -0.5139  0.5959  0.8321  0.453
H  -0.0777  -1.2664  3.8359  0.329
H  1.0642  -6.6885  -4.4407  0.351

No. 2
# C25H30BrI2N6O7SeTi

A structure of composition C25H30BrI2N6O7SeTi (ωB97M-V/def2-TZVPD, the OMol25 dataset).

Summary:
* total charge: 0
* LUMO level (spin up / spin down): -0.33 / -0.33 eV
* Kohn-Sham gap (spin up / spin down): 7.886 / 8.100 eV
* multiplicity: 2

Each line ends with the Mulliken spin population.
Element x y z (Å)
I  -0.4585  -0.8045  5.1353  -0.001
I  -4.7768  3.3655  5.2812  0.000
Br  7.6693  -2.0473  0.8717  0.000
Se  0.0096  0.4059  -2.8379  0.002
Ti  0.2301  0.0224  0.5412  0.884
O  0.1107  1.9282  -3.3598  -0.001
O  0.7968  -0.7324  -3.6708  -0.001
O  0.7321  0.4117  -1.2745  -0.028
O  2.4999  -0.1099  0.8394  -0.005
O  1.2841  -1.7033  1.6839  0.003
O  -1.5573  -0.0297  -2.5623  -0.002
O  -0.9928  -0.3880  2.0711  -0.006
N  -1.5476  1.3020  -0.1241  0.038
N  -2.3540  -1.9266  -0.5556  0.013
N  -0.5027  -3.4528  2.5474  0.000
N  0.5300  2.0039  1.4586  0.026
N  0.7395  -2.4829  -1.1742  -0.002
N  4.7188  -3.5041  3.3247  0.000
C  2.4225  -1.1935  1.4495  0.008
C  -2.7191  1.2696  2.0791  -0.016
C  -3.5497  2.0987  2.8205  0.003
C  1.2931  2.2068  2.5360  0.005
C  -1.0260  2.6711  -0.2436  0.010
C  -2.1820  -3.9670  0.7074  -0.002
C  1.3456  3.4221  3.1858  -0.001
C  0.1707  -3.8284  -1.1405  0.003
C  3.6658  -1.9063  1.8859  0.011
C  4.8741  -1.6367  1.2610  0.002
C  5.8716  -3.2624  2.7072  0.001
C  0.2586  -4.3195  0.3133  0.001
C  3.6449  -2.8367  2.9123  0.003
C  -0.7844  -3.5362  1.0846  0.037
C  -3.5205  2.0914  4.2034  0.000
C  -2.6512  1.2484  4.8756  0.000
C  -0.2126  3.0077  0.9755  0.007
C  0.5821  4.4687  2.6887  0.001
C  -0.2033  4.2606  1.5700  -0.001
C  5.9880  -2.3363  1.6797  0.000
C  -1.2803  -3.8667  -1.6574  0.000
C  -2.3805  -3.3781  -0.7042  0.008
C  -1.8183  0.4034  2.7236  0.024
C  -1.8194  0.4304  4.1319  -0.011
C  -2.8358  1.2535  0.5778  0.031
H  -1.0655  -2.7035  2.9700  -0.001
H  0.7374  -4.5221  -1.7738  0.001
H  -0.6360  -4.3204  3.0613  0.000
H  4.9175  -0.8997  0.4695  0.001
H  6.7366  -3.8208  3.0433  0.000
H  -3.3525  0.3516  0.2550  -0.005
H  1.8755  1.3582  2.8709  -0.001
H  -0.3833  2.7153  -1.1280  0.000
H  0.5945  5.4358  3.1739  0.000
H  0.4603  -3.0840  2.6160  0.002
H  -1.5052  -4.9062  -1.9110  0.000
H  1.7340  -2.5294  -0.9782  -0.001
H  1.2636  -4.1097  0.6905  -0.002
H  -2.9304  -3.5288  1.3762  0.000
H  2.7285  -3.0339  3.4538  0.001
H  1.9685  3.5442  4.0600  0.000
H  0.6616  -2.0675  -2.1044  0.003
H  -4.2295  2.7625  2.3000  0.000
H  -3.2212  -1.6054  -0.1452  0.003
H  -2.6121  1.2332  5.9554  0.000
H  -2.1969  -1.4231  -1.4319  -0.005
H  0.0838  -5.3985  0.3784  0.000
H  -1.8281  3.4013  -0.3827  0.002
H  -0.7140  -2.5031  0.7733  -0.026
H  -3.3396  -3.7371  -1.0955  0.000
H  -1.7021  0.9127  -1.0705  -0.015
H  -1.3382  -3.2955  -2.5880  -0.001
H  -3.4646  2.0936  0.2647  0.001
H  -2.3051  -5.0539  0.7098  0.000
H  -0.8184  5.0501  1.1600  0.000

no.,E (Eh)
1,-4369.792494
2,-8246.313503